[1]
Density functional theory data (ωB97M-V with the def2-TZVPD basis set) for a 2-piece molecular cluster, C4H10N2O2 overall.

Geometry as XYZ:
```
18
Properties=species:S:1:pos:R:3:nbo_charge:R:1
O -0.623 -0.126 -1.326 -0.80
C 0.091 -1.184 -1.192 0.78
O 0.667 -1.499 -0.147 -0.74
C 0.193 -2.019 -2.452 -0.73
H 0.097 -3.092 -2.279 0.22
H -0.621 -1.708 -3.104 0.22
H 1.132 -1.900 -2.992 0.22
C 1.327 1.626 0.609 -0.42
N -1.775 0.394 1.999 -0.76
C -0.611 1.027 1.857 0.38
N -0.069 1.246 0.718 -0.50
H 1.948 0.744 0.475 0.24
H 1.653 2.225 1.460 0.19
H 1.448 2.240 -0.284 0.22
H -2.246 0.010 1.190 0.42
H -2.059 0.016 2.879 0.41
H -0.078 1.298 2.763 0.18
H -0.474 0.704 -0.175 0.46
```

Energy above the lowest of the compared OMol25 structures with the same formula, charge and spin in eV: 1.405
Kohn-Sham gap in eV: 9.07
Calculated total energy in eV: -11385.49767
2S+1: 1

---

[2]
Density functional theory data (ωB97M-V with the def2-TZVPD basis set) for a 2-piece molecular cluster, C4H13NO3 overall at a distorted geometry.

Geometry as XYZ:
```
21
Properties=species:S:1:pos:R:3:nbo_charge:R:1
C 2.420 -0.700 -0.334 -0.27
O 1.407 0.209 -0.011 -0.51
N 1.941 1.745 0.082 0.34
O 1.105 2.592 -0.617 -0.54
O 1.676 1.906 1.389 -0.54
H 2.696 -0.738 -1.395 0.17
H 3.351 -0.537 0.218 0.18
H 2.176 -1.758 -0.179 0.20
H 1.587 2.779 -1.439 0.48
H 0.934 1.198 1.449 0.48
C -1.466 -1.354 1.086 -0.61
C -2.156 -0.216 0.339 -0.39
C -1.747 -0.153 -1.130 -0.61
H -1.624 -2.310 0.585 0.20
H -1.833 -1.428 2.110 0.20
H -0.391 -1.183 1.148 0.20
H -3.240 -0.348 0.401 0.19
H -1.922 0.733 0.830 0.19
H -2.262 0.656 -1.651 0.20
H -0.673 -0.005 -1.242 0.22
H -1.979 -1.088 -1.639 0.19
```

Energy above the lowest of the compared OMol25 structures with the same formula, charge and spin in eV: 6.245
Kohn-Sham gap in eV: 10.92
SMILES string: CON(O)O.CCC
Calculated total energy in eV: -11986.22675
2S+1: 1

---

[3]
Density functional theory data (ωB97M-V with the def2-TZVPD basis set) for one molecule with the formula C7H9N5O at a distorted geometry.

Geometry as XYZ:
```
22
Properties=species:S:1:pos:R:3:nbo_charge:R:1
N -0.882 -2.221 0.068 -0.82
C -0.478 -1.465 -1.044 0.39
N -1.137 -1.794 -2.233 -0.49
C -0.588 -1.023 -3.301 0.24
N 0.295 -0.017 -3.227 -0.46
C 0.741 0.285 -1.974 0.33
N 1.321 1.495 -1.515 -0.42
C 1.273 1.428 -0.311 0.26
N 0.867 0.194 0.263 -0.37
C 0.652 0.146 1.739 -0.24
C -0.452 1.048 2.299 -0.08
O -0.221 2.393 1.972 -0.69
C 0.317 -0.370 -0.808 -0.03
H -1.117 -1.676 0.909 0.36
H -1.823 -2.784 -0.173 0.40
H -1.128 -1.273 -4.317 0.19
H 1.648 2.109 0.258 0.16
H 1.639 0.238 2.054 0.22
H 0.243 -0.893 1.794 0.22
H -1.476 0.725 1.973 0.19
H -0.524 0.779 3.284 0.17
H 0.829 2.674 2.290 0.46
```

Energy above the lowest of the compared OMol25 structures with the same formula, charge and spin in eV: 3.667
Kohn-Sham gap in eV: 8.84
SMILES string: Nc1ncnc2ncn(CCO)c12
Calculated total energy in eV: -16900.03501
2S+1: 1

---

[4]
Density functional theory data (ωB97M-V with the def2-TZVPD basis set) for an isolated ion of composition C4H6NO3 and charge +1 at a distorted geometry.

Geometry as XYZ:
```
14
Properties=species:S:1:pos:R:3:nbo_charge:R:1
N 0.448 1.346 -0.174 -0.73
C 0.064 -0.074 0.010 -0.23
C -1.204 0.002 0.987 0.40
O -1.333 -0.638 1.985 -0.38
C 1.205 -0.902 0.579 0.44
O 2.287 -0.494 0.755 -0.45
C -0.435 -0.765 -1.303 0.39
O -0.725 -1.905 -1.469 -0.40
H -0.001 1.864 -1.034 0.48
H 1.506 1.186 -0.145 0.49
H 0.126 1.926 0.700 0.47
H -2.057 0.590 0.545 0.16
H 0.826 -1.994 0.802 0.20
H -0.707 -0.141 -2.239 0.15
```

Energy above the lowest of the compared OMol25 structures with the same formula, charge and spin in eV: 2.679
Kohn-Sham gap in eV: 9.92
Total charge: +1
SMILES string: [NH3+]C(C=O)(C=O)C=O
Calculated total energy in eV: -11867.81060
2S+1: 1

---

[5]
Density functional theory data (ωB97M-V with the def2-TZVPD basis set) for C25H35N5NaO5Sb2 as an isolated structure.

Geometry as XYZ:
```
73
Properties=species:S:1:pos:R:3:lowdin_charge:R:1
Na -1.075 0.357 -1.887 0.46
O -5.981 2.021 -5.358 0.05
C -4.956 1.613 -4.549 -0.29
C -4.468 0.309 -4.597 0.05
C -3.430 -0.008 -3.741 -0.16
N -2.935 0.891 -2.905 0.10
C -3.367 2.141 -2.878 -0.15
C -4.406 2.560 -3.690 0.06
C -2.554 3.056 -1.928 -0.59
O -2.925 4.221 -1.793 0.01
O -1.547 2.479 -1.397 -0.22
C -2.689 -1.357 -3.700 -0.62
O -3.290 -2.356 -4.106 -0.01
O -1.518 -1.270 -3.220 -0.10
H -6.261 1.270 -5.893 0.10
H -4.870 -0.443 -5.267 0.12
H -4.757 3.582 -3.665 0.12
C 3.530 -1.555 1.912 -0.35
Sb 2.053 -0.198 1.154 1.27
C 1.260 0.180 3.103 -0.34
C 3.450 1.476 0.996 -0.35
C 3.711 2.175 2.296 -0.30
C 4.691 1.663 3.153 -0.08
C 4.919 2.198 4.410 -0.10
C 4.162 3.286 4.826 -0.10
C 3.215 3.820 3.967 -0.06
C 2.965 3.294 2.695 -0.26
C 1.950 3.998 1.814 -0.32
Sb 0.394 3.070 0.525 1.33
C -0.848 4.768 0.823 -0.32
C 1.319 3.771 -1.276 -0.31
H 4.058 -1.098 2.749 -0.01
H 4.238 -1.836 1.132 0.00
H 3.022 -2.454 2.264 -0.01
H 2.056 0.537 3.760 0.00
H 0.872 -0.769 3.482 0.00
H 0.452 0.906 3.069 -0.02
H 3.092 2.152 0.223 0.00
H 4.359 1.003 0.615 0.06
H 5.283 0.818 2.817 0.10
H 5.677 1.771 5.054 0.09
H 4.316 3.725 5.804 0.09
H 2.639 4.683 4.283 0.10
H 2.472 4.671 1.124 0.06
H 1.354 4.647 2.459 0.03
H -0.221 5.661 0.779 0.01
H -1.319 4.709 1.804 0.00
H -1.605 4.786 0.036 -0.02
H 1.514 4.840 -1.169 0.01
H 0.633 3.605 -2.105 0.00
H 2.263 3.257 -1.460 -0.01
C -0.254 -3.049 -1.014 -0.19
N -1.542 -3.029 -0.309 -0.08
C -2.429 -3.979 -0.992 -0.15
N -1.870 -5.346 -0.983 -0.09
C -0.563 -5.304 -1.654 -0.17
N 0.376 -4.381 -1.000 -0.08
C 0.531 -4.798 0.392 -0.19
N -0.744 -4.833 1.127 -0.09
C -1.327 -3.485 1.060 -0.19
C -1.650 -5.739 0.409 -0.19
H 0.419 -2.345 -0.525 0.06
H -0.430 -2.728 -2.042 0.10
H -2.583 -3.649 -2.021 0.11
H -3.393 -3.992 -0.479 0.12
H -0.715 -4.985 -2.685 0.13
H -0.133 -6.309 -1.652 0.12
H 1.204 -4.102 0.897 0.11
H 0.978 -5.794 0.422 0.12
H -0.650 -2.791 1.566 0.11
H -2.285 -3.486 1.585 0.12
H -2.612 -5.755 0.926 0.12
H -1.227 -6.747 0.431 0.12
```

Energy above the lowest of the compared OMol25 structures with the same formula, charge and spin in eV: 0.520
Kohn-Sham gap in eV: 7.78
Total charge: -1
Calculated total energy in eV: -61675.93608
2S+1: 1

---

[6]
Density functional theory data (ωB97M-V with the def2-TZVPD basis set) for a 2-piece molecular cluster, C4H9NO2 overall.

Geometry as XYZ:
```
16
Properties=species:S:1:pos:R:3:nbo_charge:R:1
H -0.081 0.214 1.587 0.35
N -1.026 0.342 1.218 -0.60
C -1.068 0.017 -0.007 0.12
C 0.049 -0.634 -0.765 -0.15
O 1.213 -0.593 0.009 -0.54
C 2.036 -1.713 -0.206 -0.24
H -1.998 0.184 -0.564 0.18
H -0.292 -1.668 -0.932 0.19
H 0.208 -0.179 -1.756 0.19
H 1.529 -2.634 0.118 0.17
H 2.305 -1.812 -1.267 0.17
H 2.943 -1.570 0.384 0.20
C -1.466 2.501 0.560 0.29
O -2.632 2.662 0.802 -0.54
H -1.089 2.204 -0.448 0.09
H -0.632 2.677 1.267 0.12
```

Energy above the lowest of the compared OMol25 structures with the same formula, charge and spin in eV: 3.587
Kohn-Sham gap in eV: 10.20
SMILES string: [H]/N=C\COC.C=O
Calculated total energy in eV: -9876.47377
2S+1: 1

---

[7]
Density functional theory data (ωB97M-V with the def2-TZVPD basis set) for a 2-piece molecular cluster, C5H11N overall at a distorted geometry.

Geometry as XYZ:
```
17
Properties=species:S:1:pos:R:3:nbo_charge:R:1
C -1.949 -0.444 0.329 -0.05
N -0.908 -0.377 -0.368 -0.35
C -0.521 0.845 -1.046 -0.24
C 0.844 1.428 -0.689 -0.61
H -2.538 0.426 0.634 0.14
H -2.228 -1.398 0.754 0.17
H -0.510 0.575 -2.108 0.20
H -1.285 1.623 -0.882 0.17
H 1.652 0.764 -0.976 0.21
H 0.910 1.516 0.424 0.22
H 0.963 2.382 -1.199 0.21
C 0.665 -1.526 0.311 -0.29
C 1.098 -0.814 1.363 -0.54
H -0.001 -2.368 0.426 0.19
H 1.177 -1.483 -0.636 0.19
H 0.659 -0.961 2.338 0.19
H 1.974 -0.188 1.324 0.19
```

Energy above the lowest of the compared OMol25 structures with the same formula, charge and spin in eV: 3.048
Kohn-Sham gap in eV: 8.70
SMILES string: C=NCC.C=C
Calculated total energy in eV: -6850.48008
2S+1: 1

---

[8]
Density functional theory data (ωB97M-V with the def2-TZVPD basis set) for C13H10CaF5N3O3Te as an isolated structure at a distorted geometry.

Geometry as XYZ:
```
36
Properties=species:S:1:pos:R:3:nbo_charge:R:1
Ca -0.324 -1.558 0.152 1.86
O 3.751 -0.831 0.058 -0.65
C 3.945 0.500 -0.097 0.32
C 5.223 0.969 -0.080 -0.27
C 5.510 2.301 0.038 -0.19
C 4.494 3.269 0.094 -0.24
C 3.196 2.831 -0.097 -0.17
C 2.938 1.461 -0.144 -0.12
C 1.556 0.926 -0.015 0.58
O 1.381 -0.223 -0.532 -0.86
N 0.619 1.678 0.577 -0.47
N -0.579 0.954 0.466 -0.34
C -1.623 1.668 0.489 0.03
C -2.874 1.105 0.016 0.15
C -3.972 1.937 -0.022 -0.24
C -5.169 1.288 -0.204 -0.14
C -5.158 -0.102 -0.311 -0.27
C -3.959 -0.787 -0.488 0.07
N -2.800 -0.210 -0.262 -0.50
H 4.570 -1.186 0.391 0.47
H 5.960 0.169 -0.025 0.19
H 6.524 2.546 0.159 0.21
H 4.736 4.305 0.346 0.22
H 2.437 3.579 -0.090 0.23
H -1.523 2.729 0.616 0.18
H -3.919 3.021 0.188 0.24
H -6.147 1.764 -0.352 0.23
H -6.024 -0.661 -0.539 0.22
H -4.094 -1.832 -0.735 0.21
F -0.352 -3.428 1.252 -0.72
Te -1.188 -4.551 -0.101 3.40
F -0.164 -6.054 0.166 -0.60
F -2.434 -3.116 0.004 -0.67
F -2.372 -5.579 -1.088 -0.60
F -2.009 -5.161 1.445 -0.60
O -0.158 -3.719 -1.275 -1.16
```

Kohn-Sham gap in eV: 7.21
Calculated total energy in eV: -63577.41108
2S+1: 1